Entry from the OMol25 dataset: a molecular structure, C38H55IrO10P2Sb3Si (ωB97M-V/def2-TZVPD).

Results
2S+1 ... 6
<S²> ... 8.790
LUMO (alpha / beta) ... 0.017 / -0.084 Eh
Maximum force ... 0.0302 hartree/bohr
Energy above the lowest of the compared OMol25 structures with the same formula, charge and spin ... 28.88 kcal per mole
Gap between HOMO and LUMO (alpha / beta) ... 7.34 / 5.96 eV
DFT total energy ... -4030.8192 hartree

Each line ends with the Löwdin charge.
Geometry (Å):
Ir: -0.898 0.307 -0.865  1.21
C: 0.771 3.913 1.223  -0.26
Sb: 0.384 1.808 1.383  1.38
C: 2.464 1.386 1.674  -0.30
C: -0.030 1.666 3.593  -0.28
C: -0.110 2.998 4.252  -0.29
C: 1.070 3.672 4.591  -0.07
C: 1.064 4.964 5.080  -0.07
C: -0.146 5.653 5.234  -0.08
C: -1.323 5.010 4.945  -0.06
C: -1.347 3.664 4.499  -0.31
C: -2.621 3.021 4.310  -0.10
Sb: -2.824 3.015 1.760  1.53
C: -4.921 2.626 1.645  -0.28
C: -3.187 5.131 1.747  -0.28
H: 0.442 4.416 2.134  0.00
H: 0.216 4.306 0.372  -0.01
H: 1.842 4.055 1.079  0.02
H: 2.835 2.057 2.451  0.00
H: 2.975 1.584 0.730  0.00
H: 2.627 0.345 1.967  0.01
H: 0.832 1.085 3.929  0.06
H: -0.939 1.069 3.643  0.02
H: 2.017 3.157 4.446  0.11
H: 2.000 5.450 5.336  0.11
H: -0.153 6.676 5.592  0.11
H: -2.273 5.518 5.094  0.12
H: -3.529 3.571 4.591  0.08
H: -2.699 1.930 4.377  0.05
H: -5.309 3.201 0.805  0.01
H: -5.388 2.949 2.576  0.01
H: -5.096 1.566 1.468  0.01
H: -4.114 5.336 2.284  0.01
H: -3.272 5.444 0.711  0.01
H: -2.356 5.659 2.220  0.00
O: -4.050 3.412 -1.678  -0.12
P: -2.690 2.750 -1.210  0.15
O: -1.848 3.744 -0.468  -0.39
O: -2.971 1.505 -0.343  -0.47
O: -1.959 2.222 -2.565  -0.33
P: -2.714 0.912 -3.322  0.25
O: -2.201 1.095 -4.815  -0.11
O: -4.172 1.142 -3.212  -0.28
O: -2.017 -0.305 -2.740  -0.40
H: -4.524 2.738 -2.250  0.08
H: -2.798 1.687 -5.314  0.10
C: 1.228 0.636 -4.144  -0.14
Si: 1.449 1.794 -2.712  0.28
C: 0.684 3.449 -3.120  -0.16
C: 3.280 2.113 -2.542  -0.16
O: 0.901 1.161 -1.257  -0.64
H: 1.521 1.139 -5.075  0.05
H: 0.184 0.316 -4.258  0.01
H: 1.845 -0.259 -4.026  0.02
H: 1.458 4.211 -3.265  0.03
H: 0.009 3.785 -2.317  0.01
H: 0.085 3.375 -4.039  0.03
H: 3.677 2.435 -3.521  0.04
H: 3.825 1.211 -2.240  0.01
H: 3.485 2.914 -1.810  0.04
C: -3.173 -0.939 2.701  -0.04
O: -2.257 -0.258 1.820  -0.24
C: -1.920 -0.882 0.662  -0.67
O: -2.340 -1.963 0.387  -0.04
H: -2.623 -1.300 3.567  0.09
H: -3.649 -1.768 2.194  0.09
H: -3.913 -0.205 3.009  0.08
C: -2.327 -3.190 -2.717  -0.07
C: -1.470 -4.411 -2.512  -0.29
C: -1.874 -5.628 -3.063  -0.05
C: -1.115 -6.779 -2.927  -0.08
C: 0.079 -6.738 -2.220  -0.09
C: 0.501 -5.538 -1.662  -0.12
C: -0.257 -4.374 -1.802  -0.30
Sb: 0.531 -2.544 -0.953  1.64
C: 1.596 -3.502 0.694  -0.29
C: 2.807 -4.136 0.398  -0.16
C: 3.507 -4.849 1.363  -0.08
C: 3.001 -4.936 2.651  -0.08
C: 1.813 -4.290 2.964  -0.05
C: 1.099 -3.565 2.009  -0.28
C: -0.174 -2.869 2.432  -0.06
C: 2.277 -2.498 -2.193  -0.35
C: 2.249 -3.172 -3.416  -0.12
C: 3.368 -3.197 -4.241  -0.08
C: 4.530 -2.555 -3.835  -0.08
C: 4.561 -1.880 -2.618  -0.05
C: 3.444 -1.828 -1.784  -0.32
C: 3.521 -1.095 -0.465  -0.07
H: -3.283 -3.450 -3.180  0.09
H: -1.829 -2.467 -3.367  0.07
H: -2.530 -2.678 -1.775  0.04
H: -2.806 -5.661 -3.620  0.11
H: -1.454 -7.709 -3.372  0.10
H: 0.683 -7.632 -2.101  0.10
H: 1.433 -5.526 -1.113  0.08
H: 3.227 -4.067 -0.600  0.10
H: 4.441 -5.335 1.102  0.11
H: 3.531 -5.498 3.412  0.10
H: 1.422 -4.347 3.978  0.11
H: -0.355 -3.002 3.500  0.08
H: -1.037 -3.254 1.890  0.08
H: -0.115 -1.796 2.227  0.06
H: 1.348 -3.686 -3.730  0.10
H: 3.330 -3.714 -5.193  0.10
H: 5.416 -2.582 -4.460  0.10
H: 5.475 -1.382 -2.303  0.11
H: 4.466 -0.561 -0.366  0.09
H: 3.445 -1.790 0.377  0.07
H: 2.710 -0.370 -0.382  0.03